No. 1
Entry from OMol25: a gas-phase ion, C11H20NSi (charge +1) at a distorted geometry (ωB97M-V with the def2-TZVPD basis set).

```
33
Properties=species:S:1:pos:R:3:forces:R:3:lowdin_spin:R:1
H -3.117 0.018 1.783 0.14 0.27 -0.17 0.0007
H 2.376 1.319 1.674 0.85 -0.13 0.70 0.0295
H -0.397 2.665 -1.029 -0.73 0.29 -0.57 -0.0006
C 4.361 0.755 -0.950 -2.76 0.81 -1.16 0.0267
N -3.290 -0.310 -0.268 2.00 -0.86 0.86 0.0651
C 0.660 0.070 1.556 -0.86 -1.74 1.78 0.2471
C -2.835 -1.709 -0.654 3.00 2.24 -2.11 0.0305
H -3.947 -0.144 -0.953 -2.35 0.53 -1.49 0.0017
H -3.533 -2.446 -0.506 -1.72 -1.50 1.07 0.0033
H 4.663 1.390 -0.184 0.71 1.18 1.50 0.0009
H 4.469 1.314 -1.898 -0.67 -0.22 0.41 0.0025
H -4.533 0.826 1.005 0.89 -2.45 0.39 0.0024
C -3.907 -0.178 1.063 -0.41 3.30 1.09 0.0280
C -0.174 1.898 -0.321 -1.56 0.81 -0.99 0.0751
C -2.312 0.759 -0.555 -2.14 -1.08 -0.23 0.5865
C -1.088 0.880 0.041 3.41 -0.56 3.25 0.2467
C 1.606 0.928 1.049 0.98 2.47 -2.59 0.1550
H -2.546 1.436 -1.301 -1.06 0.91 -1.46 0.0311
H -1.190 -0.761 1.435 -0.92 -0.42 0.62 0.0002
H -2.758 -1.588 -1.757 0.25 -0.43 0.56 0.0022
H -4.370 -1.045 1.491 -0.86 -0.50 -0.69 0.0034
H 5.024 -0.016 -1.035 1.98 -2.18 0.00 0.0019
C -0.651 0.104 1.145 0.24 -0.76 -1.87 0.1221
Si 2.687 -0.080 -0.487 -1.19 1.81 -1.85 0.1311
H 2.685 -2.070 0.805 -0.19 -0.50 -0.46 0.0013
C 1.012 2.030 0.237 2.28 -2.06 1.69 0.1526
H 3.835 -2.101 -0.543 -1.12 -0.67 -0.31 0.0020
H 1.944 -2.216 -0.852 -0.28 -1.14 -0.55 0.0019
H 1.607 0.029 -1.633 0.99 0.22 0.90 0.0027
C 2.771 -1.886 -0.280 2.00 0.79 2.03 0.0280
H 1.017 -0.710 2.218 -0.43 -0.03 0.24 0.0112
H -1.804 -1.906 -0.296 -0.96 0.01 0.10 0.0008
H 1.735 2.743 -0.001 0.47 1.57 -0.67 0.0064
```
Positions in Å, forces in eV/Å.

As for the HOMO-LUMO gap (spin up / spin down): 5.712 / 6.774 eV. As for the charge: +1. The value obtained for the HOMO energy (spin up / spin down) is -8.43 / -12.37 eV. The energy above the lowest of the compared OMol25 structures with the same formula, charge and spin comes out at 0.0 kcal per mole. The molecular weight is 194.4 g/mol. The calculation puts the largest force on an atom at 0.09232 hartree/bohr. As for the expectation value of S²: 2.010. As for the spin multiplicity: 3.

No. 2
Entry from OMol25: a molecular structure, C31H32N6O5Rb (ωB97M-V with the def2-TZVPD basis set).

```
75
Properties=species:S:1:pos:R:3:forces:R:3:lowdin_charge:R:1
H 3.321 -2.803 -3.239 -0.02 0.01 0.02 0.0755
C 3.368 1.148 0.782 0.01 -0.04 -0.01 -0.0428
O -1.913 -1.315 7.062 0.00 -0.02 0.02 -0.0718
H 3.077 1.192 1.826 -0.03 0.09 -0.03 0.1233
C 1.083 2.013 -1.671 -0.02 -0.07 -0.07 -0.1484
H -3.114 -2.534 2.451 -0.01 -0.01 -0.06 0.1078
H 0.270 0.419 -4.539 -0.02 0.00 0.00 0.1321
C -0.969 0.016 -2.867 0.00 -0.01 -0.04 -0.1240
C -3.345 -1.004 -1.872 -0.07 -0.01 -0.09 0.0069
C 0.233 3.768 1.106 -0.03 0.01 -0.06 -0.6466
H -4.285 -1.397 -1.491 0.00 0.00 -0.02 0.1174
H -1.292 -4.229 1.548 0.01 0.00 0.00 0.1090
Rb 0.286 0.210 2.646 0.03 0.05 -0.17 0.8340
N 1.148 1.241 -2.914 0.03 -0.03 0.00 0.0639
C -4.461 -0.939 -4.149 -0.04 0.00 -0.07 -0.0673
C -2.086 4.581 1.661 0.03 0.02 -0.04 -0.0140
C -2.023 -2.398 2.406 0.06 0.06 -0.01 -0.2409
N -1.621 -1.746 1.168 -0.12 0.00 0.18 0.0305
C -1.248 3.501 1.393 0.02 0.01 -0.03 -0.1906
H 4.868 -3.299 -2.571 0.01 0.01 0.01 0.0740
H 0.491 -4.731 3.176 -0.02 -0.01 -0.02 0.1054
O 0.472 4.761 0.392 -0.01 0.02 0.08 -0.0299
H 0.066 2.402 -1.582 0.01 0.03 0.00 0.1411
C -2.977 2.028 1.635 0.01 -0.04 -0.06 -0.1350
H -5.314 -0.330 -3.840 0.02 0.01 0.02 0.0764
H -1.967 -0.023 -4.791 0.01 0.00 0.00 0.1123
C -3.877 3.034 1.941 0.00 -0.02 -0.01 -0.0698
H 4.684 -1.680 -3.246 0.00 0.00 0.00 0.0683
H 2.816 -3.799 -0.749 0.01 0.01 -0.02 0.1209
C -2.080 -0.250 -3.734 0.04 0.02 -0.01 -0.0217
H 1.907 1.480 -3.531 0.00 0.04 0.01 0.1353
H -4.906 2.790 2.167 0.00 0.02 0.00 0.0972
H -4.083 5.162 2.188 0.00 0.00 0.00 0.1003
H 1.231 1.352 -0.817 -0.03 0.01 0.01 0.1000
H -1.674 5.579 1.629 0.01 0.00 0.00 0.1123
H -3.302 0.993 1.608 0.01 -0.01 0.02 0.0985
O 3.044 -0.844 2.566 0.07 0.06 0.02 -0.0570
H -4.785 -1.982 -4.118 0.01 0.00 0.01 0.0754
C -3.415 4.342 1.954 -0.05 -0.01 0.01 -0.0735
C -3.265 -0.708 -3.272 -0.01 -0.03 0.15 -0.2859
C 3.132 -1.119 1.367 -0.12 -0.08 0.00 -0.3748
C -1.537 -0.873 6.000 -0.04 0.01 0.00 -0.6580
C 3.476 2.680 -1.193 0.02 -0.03 0.01 -0.1557
C 4.182 -2.453 -2.662 0.03 -0.02 -0.07 -0.0684
C 0.166 0.544 -3.463 0.01 0.03 0.00 -0.0479
C 2.111 3.132 -1.711 0.02 0.01 -0.02 -0.1440
N -1.174 -0.441 4.956 0.00 -0.03 0.02 -0.0991
C 2.723 -2.435 0.846 -0.03 0.03 0.08 -0.1056
C 3.767 -1.928 -1.318 -0.08 -0.10 0.11 -0.2816
H -1.744 -1.755 3.249 -0.04 -0.08 0.05 0.0449
C -2.532 -1.437 0.354 0.10 -0.01 -0.11 -0.1427
H 1.996 -4.396 1.569 0.01 -0.01 -0.01 0.1252
C 0.078 -3.711 3.131 0.07 0.06 0.01 -0.2245
C -1.002 -0.380 -1.453 -0.08 -0.07 0.06 -0.3122
C 3.088 -2.804 -0.402 0.05 -0.01 -0.10 0.0123
O 1.063 2.970 1.609 0.01 -0.08 0.00 -0.0995
N 3.363 2.341 0.214 0.05 0.06 -0.01 0.0511
C 3.572 -0.156 0.350 0.02 -0.03 -0.07 -0.1129
H -3.591 -1.642 0.590 -0.01 -0.01 -0.02 0.1186
H -1.932 -4.400 3.176 0.00 0.02 0.02 0.1077
H 1.744 3.952 -1.087 0.03 -0.02 0.02 0.0884
H 0.009 -3.323 4.151 0.00 -0.01 0.00 0.1173
H 2.787 2.997 0.756 -0.03 0.01 0.05 0.1179
H -4.236 -0.691 -5.187 0.00 0.00 0.00 0.0695
C 1.856 -3.308 1.668 0.02 0.13 -0.01 -0.1142
N 0.952 -2.819 2.396 -0.04 -0.07 0.02 0.0378
H 4.206 3.485 -1.306 -0.01 0.01 0.01 0.1198
C -1.327 -3.755 2.534 -0.04 -0.07 -0.01 -0.1681
C 3.946 -0.638 -0.949 0.01 0.06 0.02 -0.0093
H 4.426 0.028 -1.655 0.00 0.01 0.01 0.0956
O 0.000 -0.367 -0.742 0.01 0.04 0.00 0.0214
N -1.689 2.242 1.371 0.09 0.06 0.14 0.0882
C -2.311 -0.896 -0.999 0.07 0.01 0.07 -0.1008
H 2.214 3.529 -2.728 -0.01 0.00 0.00 0.1154
H 3.855 1.823 -1.743 -0.02 0.00 -0.02 0.0895
```
Positions in Å, forces in eV/Å.

As for the HOMO-LUMO gap: 6.681 eV. As for the charge: -1. The value obtained for the HOMO energy is -4.82 eV. The energy above the lowest of the compared OMol25 structures with the same formula, charge and spin comes out at 24.6 kcal per mole. The molecular weight is 654.1 g/mol. The calculation puts the largest force on an atom at 0.00425 hartree/bohr.

No. 3
Entry from OMol25: 2 unconnected molecules or ions with the total composition C3H5N3 at a distorted geometry (ωB97M-V with the def2-TZVPD basis set).

```
11
Properties=species:S:1:pos:R:3:forces:R:3:nbo_charge:R:1
H 1.096 2.332 -0.188 -0.12 -0.09 -0.06 0.2063
H 0.475 -0.399 2.193 -0.06 -0.18 0.01 0.2473
C 0.160 -1.424 2.216 -0.28 -1.06 0.07 0.0678
N 0.258 0.423 -0.093 -0.34 -0.54 -0.28 -0.5514
N -1.134 -1.400 -0.932 0.28 0.50 0.13 -0.6969
H -0.768 -2.113 -1.549 0.05 -0.08 0.04 0.3997
C 0.374 1.725 -0.736 0.02 0.28 -0.12 -0.4116
H 0.715 1.635 -1.772 -0.03 0.00 0.13 0.1974
C -0.394 -0.491 -0.582 -0.04 0.05 -0.04 0.6628
N -0.186 -2.524 2.174 0.38 1.11 0.11 -0.3233
H -0.595 2.235 -0.731 0.15 0.00 0.01 0.2019
```
Positions in Å, forces in eV/Å.

As for the HOMO-LUMO gap: 11.010 eV. As for the charge: 0. The value obtained for the HOMO energy is -10.30 eV. The energy above the lowest of the compared OMol25 structures with the same formula, charge and spin comes out at 41.2 kcal per mole. The molecular weight is 83.1 g/mol. The calculation puts the largest force on an atom at 0.02282 hartree/bohr. The SMILES is CN=C=N.C#N.

energy above the lowest of the compared OMol25 structures with the same formula, charge and spin of number 3 (C3H5N3)? 41.2 kcal per mole

What is the formula in the third record? C3H5N3